Entry from OMol25: C20H28B2F4N4O8P2Ti as an isolated structure in a non-equilibrium geometry (wB97M-V/def2-TZVPD).

The value obtained for the max |F| is 4.3 eV Å⁻¹. As for the electronic energy: -97460.410 eV.

Positions of all 69 atoms, in Å:
Ti -0.137 0.125 0.005
C 2.753 2.995 1.635
C 2.043 1.839 1.032
N 0.766 1.783 0.972
O 0.095 2.880 1.402
B -0.911 2.578 2.478
F -0.248 2.076 3.594
F -1.617 3.726 2.694
O -1.918 1.541 2.013
N -1.296 0.361 1.753
C -1.279 -0.545 2.661
C -2.019 -0.450 3.945
C -0.464 -1.733 2.282
N 0.045 -1.651 1.104
O 0.694 -2.733 0.635
B 2.188 -2.488 0.420
F 2.722 -2.132 1.663
F 2.698 -3.625 -0.113
O 2.436 -1.364 -0.546
N 1.940 -0.204 -0.053
C 2.741 0.651 0.452
C 4.219 0.525 0.441
C -0.248 -2.912 3.161
H 2.347 3.183 2.630
H 2.565 3.891 1.041
H 3.823 2.818 1.697
H -2.554 -1.381 4.141
H -1.320 -0.275 4.766
H -2.714 0.383 3.907
H 4.508 -0.374 -0.091
H 4.596 0.469 1.464
H 4.661 1.401 -0.038
H -0.759 -3.789 2.761
H -0.603 -2.719 4.171
H 0.817 -3.142 3.179
O 0.432 -1.272 -3.778
C 0.407 -0.535 -2.835
O -0.113 -0.841 -1.650
C 0.867 0.950 -2.749
O 1.363 1.500 -3.702
O 0.596 1.458 -1.593
C -2.334 1.536 -2.810
P -2.049 1.671 -1.013
C -1.936 3.468 -0.823
C -3.689 1.191 -0.365
C -4.704 2.095 -0.071
C -5.899 1.652 0.475
C -6.091 0.302 0.731
C -5.084 -0.607 0.441
C -3.881 -0.170 -0.107
P -2.457 -1.267 -0.422
C -2.805 -2.741 0.595
C -2.725 -1.960 -2.082
H -3.018 2.332 -3.106
H -2.788 0.585 -3.068
H -1.404 1.648 -3.366
H -2.796 3.948 -1.288
H -1.029 3.779 -1.344
H -1.852 3.757 0.221
H -4.560 3.153 -0.241
H -6.679 2.364 0.710
H -7.020 -0.044 1.166
H -5.242 -1.657 0.653
H -3.692 -3.256 0.227
H -2.955 -2.482 1.643
H -1.950 -3.414 0.511
H -3.783 -2.193 -2.210
H -2.131 -2.871 -2.164
H -2.388 -1.292 -2.866

natural (NBO) population analysis, charges in e, atoms 1 to 4: 1.294, -0.680, 0.289, -0.148